C30H33CrF2N4O3S | ωB97M-V/def2-TZVPD

```
74
Properties=species:S:1:pos:R:3:forces:R:3
Cr -0.928975 -0.564566 0.889393 0.329 0.170 0.058
S -2.990480 -3.815083 -1.432587 0.121 0.144 0.133
C -1.869936 -3.112743 -2.526221 -0.051 0.058 -0.009
C -1.147409 -2.106326 -1.954326 0.056 -0.033 -0.043
C -1.473166 -1.867847 -0.584194 0.017 -0.253 0.413
C -2.458973 -2.732961 -0.181710 -0.110 -0.013 0.340
C -2.948943 -2.704339 1.195959 0.193 0.057 -0.195
C -3.950049 -3.533674 1.701859 0.019 -0.008 -0.034
C -4.315375 -3.431256 3.028270 0.045 0.074 0.049
C -3.674346 -2.491926 3.830844 -0.122 -0.164 -0.071
C -2.698545 -1.701035 3.260921 0.110 0.104 0.070
N -2.327977 -1.786578 1.981840 -0.079 -0.010 -0.585
H -1.807899 -3.485705 -3.538663 -0.010 0.023 0.049
H -0.384884 -1.559245 -2.497780 -0.030 -0.025 0.035
H -4.427886 -4.247578 1.043070 0.012 -0.001 0.025
H -5.087891 -4.071527 3.436219 0.020 0.020 -0.018
H -3.921791 -2.374572 4.876687 0.003 0.003 -0.024
H -2.187546 -0.954604 3.854546 0.043 -0.029 -0.035
O 0.974449 3.228799 -1.958711 -0.010 -0.002 -0.002
C 0.520693 2.324375 -2.617899 -0.082 0.024 -0.173
O -0.548637 1.635404 -2.244034 0.034 0.136 0.025
C 1.101739 1.904554 -3.964103 -0.021 -0.076 0.071
N 0.456018 0.673476 -4.451788 -0.080 0.085 -0.036
C -0.161491 0.959717 -5.762951 0.039 0.007 0.029
C 0.596919 2.167255 -6.304033 0.002 0.023 0.009
C 0.841135 2.985094 -5.036025 -0.006 -0.012 -0.027
H 2.172071 1.757421 -3.816485 0.040 0.006 0.004
H -0.645302 0.912343 -2.905107 0.029 -0.076 0.003
H 1.122254 -0.080331 -4.521350 0.029 -0.039 0.008
H -1.215345 1.208794 -5.617306 -0.009 0.000 -0.010
H -0.113722 0.081818 -6.405088 -0.002 -0.005 0.012
H 0.038698 2.716855 -7.061759 0.013 -0.004 0.015
H 1.546319 1.849751 -6.742352 -0.002 -0.001 0.004
H -0.052779 3.557438 -4.779428 -0.005 -0.001 0.003
H 1.669284 3.685619 -5.112102 -0.008 -0.004 0.007
F -0.364417 4.026902 4.399874 0.025 0.021 0.019
C -0.918054 3.256229 3.436797 -0.036 -0.045 0.046
C -0.448683 3.354948 2.145152 0.006 -0.006 -0.142
C -1.021659 2.553122 1.167075 0.044 0.120 0.088
C -2.062406 1.658261 1.460569 0.102 -0.169 -0.088
C -2.502371 0.684532 0.443069 0.021 0.008 0.041
C -2.516505 1.614643 2.787301 0.014 -0.004 0.047
C -1.952877 2.406114 3.775600 -0.026 -0.015 -0.006
H 0.344957 4.056194 1.915105 -0.034 -0.028 -0.001
H -0.686958 2.638400 0.139204 -0.005 -0.010 -0.002
H -2.384887 1.065706 -0.571612 0.068 -0.028 0.043
H -3.505694 0.289600 0.587870 -0.047 -0.034 0.112
H -3.331227 0.945262 3.040059 0.016 0.057 -0.022
H -2.302451 2.374712 4.799811 0.000 -0.002 -0.023
C 3.514651 2.082285 -0.022992 -0.029 -0.056 -0.006
N 2.195771 1.486892 0.023816 0.082 0.164 0.052
C 1.936650 0.186997 -0.148098 0.132 -0.295 0.136
N 2.984997 -0.669067 -0.311796 -0.047 0.116 -0.276
O 0.774287 -0.250959 -0.195098 -0.245 0.151 -0.318
H 3.419467 3.141204 0.198641 -0.010 0.007 -0.020
H 3.981362 1.975857 -1.005519 0.009 -0.008 0.004
H 4.166812 1.641982 0.735478 -0.011 0.018 -0.010
H 1.397200 2.094725 -0.074560 0.004 0.023 0.052
H 3.887203 -0.387349 0.036280 -0.070 -0.012 -0.035
H 2.744239 -1.627069 -0.099147 0.010 -0.019 -0.005
F 4.915128 -3.721690 2.010030 -0.005 0.014 0.003
C 3.822437 -2.937486 2.180996 0.091 0.046 0.023
C 3.991617 -1.612619 2.523142 -0.037 0.028 0.141
C 2.861016 -0.818845 2.689765 -0.017 -0.076 0.173
C 1.564635 -1.318531 2.520482 -0.090 -0.072 -0.134
C 0.359351 -0.440152 2.598397 -0.277 0.100 -0.093
C 1.453429 -2.673135 2.174801 0.008 0.010 0.023
C 2.569001 -3.485540 2.007787 -0.176 -0.066 -0.044
H 4.991128 -1.220591 2.667034 -0.009 0.004 0.010
H 2.981127 0.223982 2.961153 0.013 0.027 0.008
H 0.700664 0.604873 2.648390 -0.088 -0.011 -0.002
H -0.197926 -0.607576 3.523255 0.056 -0.176 0.084
H 0.463989 -3.088878 2.009707 0.038 -0.003 0.010
H 2.474765 -4.530753 1.738580 -0.007 0.043 0.012
```
Positions in Å, forces in eV/Å.

Relative energy (zero: lowest compared OMol25 entry of this formula, charge and spin): 0.000 eV
Lowest unoccupied orbital energy (spin up / spin down): 0.36 / 0.36 eV
2S+1: 2
Max |F|: 0.59 eV/A
Gap between HOMO and LUMO (spin up / spin down): 7.58 / 6.92 eV